# 1
C5H6N2O | the ωB97M-V functional and the def2-TZVPD basis

Element x y z (Å)
1 C 1.32426 -0.47775 -0.04510
2 C 0.33247 -0.33021 -1.11165
3 C -0.38581 1.84617 -0.26457
4 C -1.14252 -0.69837 1.03768
5 C -0.11968 -1.02917 0.11377
6 H 2.23553 -1.06041 -0.20556
7 H 1.66301 0.43943 0.35076
8 H 0.47948 -0.95729 -2.04661
9 H 0.30104 2.81795 -0.22269
10 H -1.64235 -1.52735 1.72942
11 H -0.30494 -2.04878 -0.25076
12 N -0.80214 1.53485 0.94473
13 N -1.58975 0.47470 1.26163
14 O -0.34861 1.01622 -1.29105

Calculated values
SMILES: C1=NN=C[C@@H]2C[C@@H]2O1
gap between HOMO and LUMO: 9.4005 eV
energy above the lowest of the compared OMol25 structures with the same formula, charge and spin: 103.46 kcal per mole
highest occupied orbital energy: -0.326 hartree

---

# 2
C4H3Br3ClO2 | the ωB97M-V functional and the def2-TZVPD basis

Element x y z (Å)
1 C 1.41363 1.27227 0.08058
2 C -0.30307 -1.47184 0.51792
3 C 0.37779 0.69299 -0.88921
4 C -0.92183 -0.12480 0.18622
5 O 1.79192 0.46691 0.97360
6 O 1.74571 2.44559 -0.11010
7 Cl -0.61160 1.95454 -1.66086
8 Br -0.40186 -2.57640 -1.11709
9 Br -2.60006 -0.28825 -0.73628
10 Br -1.17087 0.92157 1.79765
11 H -0.63300 -1.90265 1.55692
12 H 0.72761 -1.24547 0.87512
13 H 0.58562 -0.14445 -1.47446

Calculated values
net charge: -1
gap between HOMO and LUMO: 7.8379 eV
energy above the lowest of the compared OMol25 structures with the same formula, charge and spin: 16.51 kcal per mole
highest occupied orbital energy: -0.186 hartree

---

# 3
C39H44F7N5O9PS | the ωB97M-V functional and the def2-TZVPD basis

Element x y z (Å)
1 N -0.78667 -2.52474 0.46740
2 C -0.14242 -1.43706 0.98064
3 N -0.78206 -0.10244 1.12123
4 C -2.23361 -0.34209 0.97688
5 C -3.20863 0.86478 1.35895
6 O -3.72333 1.67590 0.58463
7 F -3.56904 0.94809 2.75156
8 C -0.12644 0.82136 0.16708
9 C -0.16771 0.39775 -1.38358
10 C -1.55901 0.63229 -2.13632
11 C -2.00468 -0.60715 -3.10050
12 N -3.31860 -1.13528 -2.61282
13 C -4.43924 -0.84368 -3.58980
14 C -5.78745 -0.85935 -2.69881
15 C -5.95540 0.25894 -1.61695
16 C -7.15476 0.37239 -0.64718
17 C -8.27433 -0.69507 -0.74738
18 C -8.14537 -1.77856 -1.83856
19 C -6.92570 -1.89526 -2.83173
20 O -6.88237 -2.93234 -3.81850
21 C -0.43462 2.41113 0.38064
22 O -0.29076 3.07523 -0.68611
23 C -0.70463 3.13918 1.75762
24 F 0.53132 3.81528 2.08216
25 F -0.89810 2.24613 2.87778
26 C -1.84062 4.24061 1.86834
27 F -3.06885 3.78250 2.45481
28 F -1.35926 5.21103 2.82355
29 C -2.24122 5.08467 0.58414
30 F -2.89796 4.35834 -0.44529
31 F -1.10057 5.79430 0.06162
32 C -3.28933 6.26175 1.01232
33 O -4.48093 6.04910 1.30173
34 O -2.82759 7.61412 1.00738
35 C 1.47566 0.76324 0.54650
36 C 1.84012 -0.31181 1.66677
37 P 1.48000 0.19298 3.46178
38 S 2.28022 1.88790 3.98882
39 C 3.45352 -0.50334 1.62717
40 C 4.45464 0.47654 0.98769
41 C 5.98902 0.30436 0.96242
42 N 6.59849 -0.81440 1.58632
43 C 5.70932 -1.72237 2.21453
44 C 4.17163 -1.73392 2.30908
45 N 1.30059 -1.69258 1.30129
46 O 1.85582 -1.89885 0.05010
47 C 2.23913 -3.26629 -0.15170
48 O 2.54828 -4.07639 0.74864
49 C 2.24143 -3.70816 -1.70325
50 C 1.42072 -4.88196 -2.27836
51 C 1.53264 -5.09929 -3.83348
52 C 2.40327 -4.18534 -4.75656
53 C 3.24137 -3.01156 -4.16435
54 C 3.13452 -2.79722 -2.62607
55 H -1.01347 -2.47740 -0.54495
56 H -1.01924 -3.36983 1.00259
57 H -2.59667 -0.75204 -0.03263
58 H -2.51792 -1.16910 1.73928
59 H 0.61515 1.05541 -1.92624
60 H 0.16325 -0.67806 -1.59730
61 H -1.43613 1.53881 -2.82372
62 H -2.45878 0.83936 -1.46899
63 H -1.23882 -1.47080 -3.08537
64 H -2.08657 -0.28607 -4.20346
65 H -3.23876 -2.15095 -2.47244
66 H -4.55560 -1.65140 -4.38954
67 H -4.32523 0.19978 -4.03344
68 H -5.12175 1.03429 -1.55835
69 H -7.16249 1.20843 0.12793
70 H -9.13706 -0.61956 -0.00302
71 H -8.96805 -2.56174 -1.93020
72 H -7.74084 -2.82699 -4.30506
73 H -3.07850 7.94970 0.10516
74 H 2.08875 0.60988 -0.42163
75 H 1.85682 1.78027 0.95414
76 H 2.10964 -0.82554 4.28488
77 H 0.06702 0.11161 3.79320
78 H 4.05159 1.43440 0.48757
79 H 6.63454 1.09475 0.46412
80 H 6.22318 -2.60761 2.74911
81 H 3.58021 -2.56125 2.85704
82 H 0.76187 -5.52381 -1.60681
83 H 0.91084 -5.94474 -4.28889
84 H 2.45234 -4.32658 -5.89663
85 H 3.88014 -2.28920 -4.76493
86 H 3.72442 -1.91510 -2.18395
87 C 3.75981 -3.96316 6.60957
88 C 3.97118 -4.37278 5.17717
89 O 3.33874 -3.85657 4.27031
90 C 4.99245 -5.44385 4.90595
91 H 2.99604 -3.18370 6.65460
92 H 3.42019 -4.82011 7.19496
93 H 4.68928 -3.56662 7.02349
94 H 4.70763 -6.36652 5.41563
95 H 5.97666 -5.11297 5.24442
96 H 5.03818 -5.63704 3.83175
97 C 3.36377 6.49741 -2.71572
98 C 2.78558 5.11537 -2.56733
99 O 3.07289 4.22194 -3.34371
100 C 1.83761 4.87901 -1.42198
101 H 4.02832 6.52064 -3.58200
102 H 2.56116 7.22158 -2.87079
103 H 3.94039 6.75663 -1.82518
104 H 0.96682 5.53035 -1.51885
105 H 2.34666 5.06576 -0.47339
106 H 1.50232 3.84233 -1.44072

Calculated values
net charge: +1
gap between HOMO and LUMO: 4.6588 eV
highest occupied orbital energy: -0.384 hartree

---

# 4
C5H31NO11 | the ωB97M-V functional and the def2-TZVPD basis

Element x y z (Å)
1 C -1.05185 0.64068 -2.28475
2 N -1.14904 1.50134 -1.12387
3 C -2.52728 1.70710 -0.75545
4 O -2.95728 0.67974 0.16787
5 C 0.46982 0.39145 -2.54752
6 C 0.87824 -0.97975 -1.98917
7 C 1.19412 -2.03376 -3.05391
8 O 1.73406 -0.73832 -0.88606
9 H -1.61266 -0.27772 -2.16532
10 H -1.33219 1.15438 -3.24815
11 H -0.47349 1.40602 -0.39167
12 H -2.69794 2.65402 -0.25008
13 H -3.07940 1.64035 -1.69179
14 H -2.40516 0.62024 0.95203
15 H 1.14779 1.20314 -2.28386
16 H 0.74962 0.47679 -3.61980
17 H 0.04195 -1.50463 -1.33713
18 H 1.79332 -1.68689 -3.89995
19 H 0.33050 -2.43264 -3.55632
20 H 1.74742 -2.89077 -2.68394
21 H 2.20698 0.10218 -0.91981
22 H -1.42147 -2.76223 -0.31464
23 H -2.37468 -1.96797 0.43801
24 O -2.16548 -2.90994 0.28726
25 H -0.05317 -0.74542 2.02016
26 H 0.45823 -0.35311 0.61395
27 O -0.08124 -0.04294 1.36127
28 H 1.54154 2.98493 -0.98572
29 H 2.77947 3.56057 -0.11031
30 O 2.47440 2.92236 -0.76011
31 H -1.08950 4.83773 -1.68048
32 H 0.16751 4.32557 -2.63226
33 O -0.73817 4.24060 -2.35014
34 H 1.38160 -2.84993 0.35258
35 H 2.19812 -3.67437 1.42216
36 O 1.47080 -3.69727 0.79691
37 H -0.28405 -3.27941 3.29973
38 H -0.96598 -3.32053 2.01983
39 O -0.69788 -2.65450 2.68085
40 H -2.19349 -1.32227 2.60076
41 H -2.46739 -0.84212 3.92530
42 O -2.96441 -1.14082 3.15150
43 H 4.18557 -0.89460 2.20840
44 H 3.42030 0.28980 2.69633
45 O 4.29597 -0.11267 2.77648
46 H 0.48138 1.66740 2.10035
47 H 0.85042 3.05807 1.55595
48 O 0.96872 2.47567 2.31492

Calculated values
SMILES: C[C@@H](O)CCNCO.O.O.O.O.O.O.O.O.O
gap between HOMO and LUMO: 8.8923 eV
energy above the lowest of the compared OMol25 structures with the same formula, charge and spin: 95.36 kcal per mole
highest occupied orbital energy: -0.327 hartree

---

Q: Look up the highest occupied orbital energy of the second one.
A: -0.186 hartree

---

Q: The lowest gap between HOMO and LUMO belongs to which entry?
A: C39H44F7N5O9PS

---

Q: Number 2 is which compound?
A: C4H3Br3ClO2

---

Q: Number 2 is which compound?
A: C4H3Br3ClO2